(1)
Entry from OMol25: a 10-piece molecular cluster, C53H135N9O18 overall at a distorted geometry (ωB97M-V/def2-TZVPD).

```
! RIJCOSX wB97M-V def2-TZVPD def2/J DEFGRID3
* xyz 1 2
C -5.143 -5.313 3.783
O -4.106 -4.680 3.032
C -4.170 -3.262 3.078
C -3.425 -2.681 4.247
N -1.980 -2.660 4.254
C -1.379 -3.999 4.222
C 0.161 -3.771 4.250
O 0.453 -3.315 2.944
C 1.872 -3.183 2.646
H -4.818 -6.254 4.228
H -5.935 -5.571 3.080
H -5.555 -4.692 4.578
H -5.138 -2.765 3.029
H -3.734 -2.944 2.131
H -3.775 -3.139 5.172
H -3.685 -1.624 4.308
H -1.759 -2.366 3.314
H -1.642 -4.562 3.327
H -1.677 -4.645 5.048
H 0.674 -4.728 4.344
H 0.474 -3.051 5.006
H 2.016 -2.919 1.598
H 2.392 -4.115 2.871
H 2.316 -2.401 3.261
C 6.435 -2.253 -1.778
O 5.297 -2.110 -2.619
C 4.414 -1.094 -2.224
C 3.216 -0.965 -3.133
N 2.640 0.391 -2.929
C 1.440 0.647 -3.718
C 1.573 0.292 -5.245
O 1.129 -1.041 -5.441
C 1.396 -1.536 -6.764
H 6.166 -2.285 -0.722
H 7.232 -1.513 -1.851
H 6.881 -3.238 -1.918
H 4.992 -0.179 -2.350
H 4.046 -1.184 -1.202
H 2.393 -1.640 -2.896
H 3.561 -1.121 -4.155
H 2.291 0.311 -1.984
H 1.250 1.719 -3.667
H 0.586 0.230 -3.183
H 2.599 0.411 -5.593
H 0.970 0.946 -5.875
H 1.054 -2.551 -6.962
H 2.461 -1.561 -6.995
H 0.983 -0.838 -7.492
C 8.042 7.309 7.700
O 8.135 6.169 6.881
C 6.882 5.637 6.635
C 7.155 4.342 5.917
N 5.894 3.775 5.373
C 5.022 3.192 6.366
C 3.747 2.638 5.657
O 2.799 2.077 6.515
C 1.663 1.556 5.817
H 7.942 6.975 8.732
H 7.194 7.956 7.475
H 8.948 7.914 7.651
H 6.247 6.336 6.091
H 6.399 5.283 7.545
H 7.577 3.632 6.629
H 7.928 4.462 5.157
H 6.155 2.967 4.825
H 4.689 3.906 7.119
H 5.490 2.440 7.002
H 4.126 1.784 5.095
H 3.190 3.358 5.058
H 0.988 1.109 6.547
H 1.781 0.726 5.121
H 1.024 2.251 5.272
C -4.902 -1.087 -10.814
O -3.968 -0.546 -9.847
C -3.478 0.715 -10.202
C -2.368 1.272 -9.254
N -2.835 1.230 -7.850
C -1.781 1.511 -6.895
C -2.300 1.397 -5.377
O -2.951 0.129 -5.121
C -2.017 -0.938 -4.927
H -5.301 -2.068 -10.557
H -4.411 -1.181 -11.782
H -5.746 -0.416 -10.980
H -4.303 1.427 -10.222
H -3.038 0.622 -11.195
H -2.096 2.292 -9.527
H -1.475 0.653 -9.343
H -3.287 0.339 -7.703
H -1.259 2.467 -6.929
H -1.012 0.761 -7.080
H -3.011 2.220 -5.313
H -1.538 1.664 -4.644
H -2.606 -1.775 -4.555
H -1.312 -0.678 -4.138
H -1.491 -1.243 -5.832
C -4.652 1.008 2.815
O -3.955 2.129 3.366
C -2.707 1.811 4.065
C -1.825 3.090 4.253
N -1.265 3.418 3.003
C -0.575 4.696 2.952
C -0.048 4.948 1.548
O -1.105 4.901 0.632
C -0.769 5.388 -0.651
H -3.975 0.488 2.137
H -5.602 1.341 2.398
H -4.835 0.281 3.606
H -2.223 1.021 3.490
H -3.037 1.334 4.988
H -1.021 2.827 4.940
H -2.388 3.851 4.794
H -1.949 3.416 2.259
H 0.237 4.655 3.678
H -1.249 5.467 3.325
H 0.678 4.153 1.375
H 0.500 5.888 1.496
H 0.027 4.869 -1.185
H -0.596 6.465 -0.653
H -1.654 5.218 -1.265
C 3.747 2.286 0.083
O 5.032 2.242 0.714
C 6.125 2.209 -0.196
C 7.334 2.833 0.531
N 7.729 1.965 1.657
C 8.527 2.661 2.712
C 8.617 1.743 3.950
O 7.239 1.552 4.362
C 7.111 0.403 5.202
H 2.984 1.959 0.789
H 3.873 1.613 -0.765
H 3.371 3.237 -0.294
H 5.869 2.743 -1.112
H 6.296 1.175 -0.495
H 7.064 3.858 0.787
H 8.167 2.933 -0.165
H 6.900 1.630 2.129
H 8.028 3.567 3.056
H 9.566 2.798 2.413
H 9.153 2.234 4.762
H 9.115 0.794 3.752
H 6.079 0.366 5.550
H 7.752 0.600 6.061
H 7.371 -0.508 4.663
C -3.950 2.962 -0.266
O -4.344 2.409 -1.533
C -4.346 0.988 -1.666
C -5.254 0.514 -2.860
N -6.646 0.371 -2.397
C -7.602 0.124 -3.449
C -8.979 0.318 -2.884
O -9.159 1.581 -2.391
C -9.376 2.613 -3.360
H -4.628 2.701 0.547
H -3.964 4.046 -0.376
H -2.973 2.620 0.076
H -4.689 0.511 -0.748
H -3.316 0.668 -1.820
H -4.922 -0.467 -3.201
H -5.226 1.151 -3.744
H -6.916 1.191 -1.872
H -7.346 -0.844 -3.878
H -7.531 0.893 -4.218
H -9.099 -0.487 -2.159
H -9.743 0.094 -3.628
H -10.289 2.404 -3.916
H -8.568 2.794 -4.068
H -9.599 3.488 -2.750
C 3.200 -4.405 -1.339
O 2.263 -4.947 -0.498
C 0.932 -5.053 -0.984
C 0.086 -5.982 -0.089
N -1.291 -5.944 -0.537
C -2.279 -6.298 0.517
C -3.705 -6.360 -0.052
O -3.978 -7.346 -1.026
C -5.253 -7.377 -1.552
H 2.969 -3.351 -1.495
H 3.223 -4.956 -2.278
H 4.180 -4.480 -0.868
H 0.957 -5.421 -2.010
H 0.499 -4.053 -0.957
H 0.168 -5.620 0.936
H 0.581 -6.950 -0.159
H -1.362 -6.675 -1.231
H -2.240 -5.569 1.327
H -1.936 -7.199 1.025
H -4.010 -5.420 -0.513
H -4.385 -6.560 0.776
H -5.586 -6.430 -1.976
H -5.799 -7.529 -0.621
H -5.321 -8.235 -2.220
C 0.340 0.046 2.355
C -0.478 -0.430 1.219
C 0.299 -0.593 -0.103
O 0.776 0.626 -0.690
C -0.220 1.616 -0.876
N -1.163 -1.701 1.592
H -0.133 -0.237 3.296
H 0.431 1.133 2.356
H 1.350 -0.352 2.450
H -1.295 0.286 1.132
H -0.370 -1.156 -0.754
H 1.062 -1.336 0.129
H -0.818 1.372 -1.754
H 0.288 2.540 -1.150
H -0.777 1.943 0.002
H -1.516 -2.067 0.719
H -0.482 -2.391 1.876
C -3.244 -2.607 -1.052
O -1.940 -3.059 -0.688
H -4.047 -3.293 -0.781
H -3.339 -1.630 -0.578
H -3.323 -2.501 -2.134
H -1.880 -4.006 -0.830
*
```

Properties
energy above the lowest of the compared OMol25 structures with the same formula, charge and spin	0.0	kcal/mol
HOMO energy (spin up / spin down)	-9.527 / -9.527	eV
molecular weight	1186.7	g/mol

Mulliken population analysis, charges in e, atoms 1 to 99:
1. C -0.924
2. O -0.185
3. C 0.042
4. C -0.744
5. N -0.327
6. C 0.377
7. C -1.089
8. O 0.043
9. C -0.827
10. H 0.269
11. H 0.283
12. H 0.400
13. H 0.555
14. H -0.407
15. H 0.559
16. H -0.004
17. H 0.046
18. H -0.587
19. H 0.462
20. H 0.487
21. H 0.331
22. H 0.074
23. H 0.347
24. H 0.204
25. C -0.834
26. O -0.465
27. C -0.579
28. C -0.367
29. N -0.190
30. C 0.007
31. C -1.174
32. O -0.092
33. C -0.966
34. H 0.311
35. H 0.337
36. H 0.319
37. H 0.680
38. H 0.316
39. H 0.265
40. H 0.267
41. H -0.153
42. H 0.310
43. H -0.079
44. H 0.575
45. H 0.560
46. H 0.260
47. H 0.374
48. H 0.289
49. C -0.762
50. O -0.320
51. C -0.615
52. C -0.573
53. N -0.229
54. C -0.826
55. C -0.268
56. O -0.429
57. C -0.502
58. H 0.293
59. H 0.301
60. H 0.261
61. H 0.423
62. H 0.327
63. H 0.139
64. H 0.365
65. H 0.472
66. H 0.443
67. H 0.264
68. H 0.124
69. H 0.340
70. H 0.430
71. H 0.251
72. H 0.069
73. C -0.736
74. O -0.311
75. C -0.677
76. C -0.508
77. N 0.138
78. C -0.508
79. C -0.310
80. O -0.328
81. C -0.235
82. H 0.264
83. H 0.305
84. H 0.324
85. H 0.396
86. H 0.473
87. H 0.394
88. H 0.308
89. H 0.399
90. H 0.506
91. H 0.011
92. H 0.480
93. H 0.238
94. H 0.300
95. H -0.152
96. H 0.233
97. C -0.540
98. O -0.458
99. C 0.304

=====

(2)
Entry from OMol25: C28H23CoN3O3PS as an isolated structure (ωB97M-V/def2-TZVPD).

```
! RIJCOSX wB97M-V def2-TZVPD def2/J DEFGRID3
* xyz 1 2
Co 0.245 0.038 0.443
N -2.394 -2.299 -0.432
C -2.718 -0.997 -0.142
C -4.093 -0.691 -0.073
C -4.498 0.585 0.200
C -3.540 1.585 0.402
C -2.231 1.205 0.331
N -1.796 -0.050 0.074
C -1.153 -2.819 -0.767
C -0.749 -4.085 -0.801
C 0.617 -4.403 -1.211
C 1.716 -3.637 -1.266
C 1.937 -2.195 -0.879
N 0.766 -1.670 -0.158
H -3.163 -2.949 -0.405
H -4.817 -1.475 -0.248
H -5.554 0.813 0.251
H -3.808 2.609 0.612
H -1.447 1.946 0.495
H -1.417 -4.884 -0.517
H 0.758 -5.433 -1.520
H 2.591 -4.120 -1.679
H 2.016 -1.602 -1.803
O -0.342 -3.376 2.098
S 0.626 -2.330 1.957
O 0.068 -0.989 2.260
O -0.294 -1.826 -1.120
C 3.219 -1.955 -0.087
C 4.136 -2.983 0.119
C 5.356 -2.750 0.736
C 5.693 -1.478 1.162
C 4.782 -0.449 0.998
C 3.550 -0.681 0.385
P 2.386 0.676 0.313
C 2.609 1.520 -1.270
C 1.943 2.723 -1.508
C 2.052 3.348 -2.738
C 2.817 2.771 -3.745
C 3.477 1.574 -3.518
C 3.376 0.948 -2.282
C 2.805 1.840 1.621
C 3.649 2.926 1.394
C 3.976 3.777 2.439
C 3.465 3.542 3.709
C 2.625 2.461 3.937
C 2.289 1.609 2.895
H 3.899 -3.989 -0.192
H 6.042 -3.573 0.884
H 6.647 -1.287 1.634
H 5.026 0.537 1.370
H 1.350 3.186 -0.726
H 1.542 4.285 -2.913
H 2.901 3.261 -4.705
H 4.078 1.128 -4.299
H 3.913 0.024 -2.108
H 4.049 3.110 0.404
H 4.629 4.621 2.261
H 3.723 4.206 4.523
H 2.227 2.281 4.926
H 1.630 0.768 3.080
*
```

Properties
HOMO energy (spin up / spin down)	-10.563 / -10.565	eV
molecular weight	571.5	g/mol

List of Mulliken charges in e, atom by atom:
1. Co -0.248
2. N 0.128
3. C 0.732
4. C -0.898
5. C -0.269
6. C -0.978
7. C 0.020
8. N 0.057
9. C 0.315
10. C -0.970
11. C -0.468
12. C -1.264
13. C 1.292
14. N 0.528
15. H 0.254
16. H 0.385
17. H 0.423
18. H 0.440
19. H 0.339
20. H 0.441
21. H 0.392
22. H 0.524
23. H 0.239
24. O -0.459
25. S 0.886
26. O -0.569
27. O -0.456
28. C 0.343
29. C -0.982
30. C -1.048
31. C -0.842
32. C -1.266
33. C 0.271
34. P 2.489
35. C 0.418
36. C -0.322
37. C -0.738
38. C -0.486
39. C -0.886
40. C -0.293
41. C 0.111
42. C -0.186
43. C -0.754
44. C -0.511
45. C -0.801
46. C -0.553
47. H 0.578
48. H 0.426
49. H 0.464
50. H 0.454
51. H 0.446
52. H 0.424
53. H 0.410
54. H 0.431
55. H 0.456
56. H 0.459
57. H 0.439
58. H 0.409
59. H 0.439
60. H 0.384

=====

Number 1: total energy -107393.6579 eV. Number 2: total energy -97765.0079 eV.